53
Properties=species:S:1:pos:R:3:forces:R:3 method="wB97M-V/def2-TZVPD" homo_energy_ev="-5.30 / -7.39" total_charge=0 spin_multiplicity=5
Ru -0.0270 0.1237 0.0490 2.395 -1.653 0.122
Si 0.2622 -1.8967 -1.2668 -1.681 1.823 0.502
P 0.5645 1.1504 -1.7679 0.353 1.395 -0.649
N -1.7235 0.6204 0.1041 -1.890 0.669 -0.266
H 2.6194 0.7272 0.5519 -1.629 -0.053 -1.974
C 0.8447 2.9484 -1.4066 0.023 -0.176 -0.117
H 1.1338 3.5032 -2.3081 0.008 -0.042 0.201
H 1.5989 3.0689 -0.6230 0.085 -0.055 -0.212
H -0.0785 3.3653 -1.0023 -0.085 -0.050 -0.103
C 2.0655 0.7612 -2.7487 0.331 -0.112 -0.313
H 2.2044 1.5130 -3.5532 -0.003 -0.406 0.394
H 1.9618 -0.2355 -3.2043 -0.080 0.309 0.044
H 2.9716 0.7114 -2.1185 -0.447 0.213 -0.148
C -0.7141 1.2679 -3.0630 -0.053 -0.020 -0.190
H -0.3356 1.8836 -3.9144 -0.525 -0.496 0.513
H -1.6167 1.7023 -2.5873 0.498 -0.109 -0.387
H -0.9655 0.2335 -3.3665 0.111 0.643 -0.109
C 1.7718 -2.8790 -1.3438 1.747 -1.446 -0.241
H 2.2385 -3.0605 -0.3490 -0.326 0.012 -0.691
H 2.5524 -2.4326 -1.9990 -0.468 -0.228 0.412
H 1.4718 -3.8544 -1.7992 0.466 0.489 0.350
H -0.7984 -2.7251 -0.5904 0.116 -0.250 -0.384
H -0.1281 -1.6065 -2.7012 -0.027 -0.435 0.286
C -3.0216 0.4409 -0.0632 -0.807 0.647 0.499
C -5.3065 1.1629 0.3444 0.626 0.590 0.552
C -3.9468 1.3416 0.5845 0.085 -1.361 -1.134
C -3.4901 -0.6288 -0.8825 0.528 -0.356 -0.216
C -4.8381 -0.7889 -1.1049 -0.297 0.490 0.357
C -5.7237 0.1214 -0.4885 -1.302 -0.266 -0.317
H -6.0026 1.8713 0.8397 0.231 -0.749 -0.566
H -3.4849 2.0998 1.1992 -0.330 0.201 0.099
H -2.7320 -1.3149 -1.3252 -0.670 0.652 0.386
H -5.2098 -1.6016 -1.7443 0.105 0.458 0.357
H -6.8100 0.0167 -0.6647 0.705 -0.013 0.074
C 2.9851 0.0399 1.2781 2.167 1.921 -4.707
O 2.4016 -1.1387 1.2040 -0.092 -1.810 0.903
C 2.7554 0.9944 2.3537 0.989 0.187 2.403
H 3.7163 1.4486 2.5716 -0.034 0.452 0.126
H 2.4881 0.4825 3.2378 -0.725 -0.258 1.325
H 2.0360 1.7146 2.0249 -0.521 0.453 0.446
C 4.4182 0.0863 0.6632 2.644 -0.517 1.470
H 4.7668 1.1573 0.7220 -0.617 -0.944 -0.365
H 4.6638 -0.3181 -0.3569 -1.141 0.370 0.840
H 5.1548 -0.4331 1.3216 -0.337 0.086 -0.247
N 0.1930 -1.9782 2.3926 -0.254 0.449 0.090
C 0.0058 -2.1409 3.7228 -0.237 0.625 -0.949
C -0.6386 -0.9961 4.1449 -0.249 0.096 1.151
C -0.8000 -0.1616 3.0363 0.752 -1.775 -0.939
N -0.2912 -0.7956 1.9542 0.212 0.123 1.107
H 0.7537 -2.5432 1.7614 -0.363 0.255 0.165
H 0.3109 -3.0508 4.1967 0.034 -0.073 0.285
H -0.9796 -0.7826 5.1506 0.123 -0.101 -0.179
H -1.2481 0.8050 2.9338 -0.141 0.145 -0.057

=====

54
Properties=species:S:1:pos:R:3:forces:R:3 method="wB97M-V/def2-TZVPD" homo_energy_ev="-21.39 / -21.49" total_charge=+4 spin_multiplicity=5
Ru 0.0580 0.6127 0.2497 -0.066 -0.287 -0.151
C 1.7150 -1.8719 -0.1809 -0.063 -0.045 0.130
C 2.4803 -0.7389 -0.8161 -0.016 0.113 -0.044
N 1.5316 0.3445 -1.2720 -0.096 -0.159 0.055
C 0.8847 0.0598 -2.6037 0.041 0.012 0.106
C -0.5284 -0.4072 -2.4343 0.007 0.049 0.276
C -1.2855 -0.9403 -3.4453 -0.104 -0.124 -0.171
C -2.5908 -1.3395 -3.1667 -0.028 -0.016 -0.039
C -3.1050 -1.2154 -1.8783 -0.137 -0.126 -0.131
C -2.3103 -0.6768 -0.8988 0.245 0.098 0.053
C -2.7481 -0.4912 0.5224 0.096 0.023 0.033
N -1.5924 -0.1094 1.4113 0.133 -0.060 -0.073
C -1.0952 -1.2481 2.2709 -0.057 0.090 -0.017
C -0.1840 -2.1450 1.4719 0.127 -0.013 -0.042
N 0.9646 -1.3257 0.9875 -0.248 0.085 -0.309
N -1.0496 -0.2627 -1.1883 -0.098 0.105 -0.053
H 2.4028 -2.6645 0.1115 0.004 -0.066 0.088
H 0.9950 -2.3094 -0.8739 -0.026 -0.003 -0.005
H 3.0828 -1.0889 -1.6540 0.002 0.026 -0.062
H 3.1569 -0.2847 -0.0919 0.041 0.024 0.025
H 2.0900 1.1857 -1.3951 0.014 0.056 0.025
H 1.4699 -0.6864 -3.1407 0.047 -0.021 -0.039
H 0.9058 0.9683 -3.2053 -0.009 0.073 -0.004
H -0.8675 -1.0526 -4.4386 -0.040 -0.008 0.014
H -3.2049 -1.7611 -3.9536 0.002 -0.002 0.001
H -4.1117 -1.5426 -1.6448 0.035 0.004 -0.042
H -3.2079 -1.4050 0.8976 -0.045 -0.041 0.040
H -3.5092 0.2868 0.5782 -0.013 0.074 -0.001
H -1.9429 0.5974 2.0542 0.018 0.054 0.024
H -1.9389 -1.8049 2.6781 -0.060 0.012 0.004
H -0.5584 -0.8049 3.1098 0.021 0.026 0.043
H -0.6933 -2.5667 0.6039 0.004 0.010 -0.025
H 0.1466 -2.9800 2.0885 0.087 -0.059 0.009
H 1.6137 -1.1806 1.7585 0.042 0.026 0.051
C -1.0462 4.4950 0.5886 0.093 0.117 -0.113
N 0.2197 4.9735 1.1457 0.311 -0.215 0.232
C 0.4702 6.4085 0.8722 -0.054 0.058 0.169
C 1.0996 4.1233 1.7001 -0.742 0.171 -0.573
S 1.0681 2.4008 1.4908 0.319 0.087 0.489
N 2.0997 4.6204 2.5119 0.308 0.070 0.179
C 3.3218 3.8595 2.7591 -0.041 0.111 -0.036
C 1.9619 5.8161 3.3603 -0.073 -0.057 -0.092
H -1.7956 5.2635 0.7815 -0.007 0.007 0.008
H -1.3306 3.5559 1.0425 -0.027 -0.060 0.079
H -0.9410 4.3914 -0.4949 -0.002 -0.031 -0.003
H 0.0181 6.6313 -0.0936 0.029 -0.049 -0.036
H 1.5290 6.6344 0.8359 0.070 -0.051 0.028
H -0.0379 7.0253 1.6178 -0.013 -0.033 0.024
H 3.5665 3.2196 1.9198 -0.006 0.006 -0.029
H 3.1801 3.2570 3.6666 -0.013 -0.011 -0.005
H 4.1158 4.5797 2.9623 0.023 0.012 0.021
H 0.9243 6.0760 3.5356 -0.080 -0.015 -0.085
H 2.5048 6.6540 2.9092 0.043 -0.001 -0.055
H 2.4591 5.5943 4.3055 0.001 -0.044 0.032

=====

49
Properties=species:S:1:pos:R:3:forces:R:3 method="wB97M-V/def2-TZVPD" homo_energy_ev=-15.40 total_charge=+2
C 1.6318 2.3278 -0.9531 0.361 0.095 -0.072
H 2.5078 2.9124 -0.6374 -0.178 -0.265 -0.032
H 1.9456 1.7656 -1.8468 -0.122 -0.043 0.229
H 1.4761 1.6442 -0.0708 0.469 0.700 -0.264
C 0.4474 3.2581 -1.2210 -0.295 0.059 0.466
H -0.4311 2.6780 -1.5461 -0.069 -0.013 -0.099
H 0.1629 3.7361 -0.2754 -0.009 -0.121 -0.093
C 0.7231 4.3686 -2.2398 0.066 -0.082 -0.161
H -0.1744 4.9747 -2.3921 0.114 -0.140 0.064
H 1.5120 5.0427 -1.8902 -0.075 -0.189 0.008
H 1.0217 3.9748 -3.2160 -0.010 -0.015 0.133
C -0.8400 -2.0482 -0.3000 0.333 0.272 -0.606
C -1.4863 -1.1959 -1.2538 0.780 -0.568 -0.298
C -0.5164 -0.8361 -2.2544 0.020 -0.774 0.587
C 0.7332 -1.4471 -1.8974 -0.837 -0.221 0.247
C 0.5325 -2.1903 -0.6843 -0.763 0.127 -0.543
C 1.5221 -3.0650 -0.0006 0.467 -0.121 0.366
C 2.0011 -1.4031 -2.6724 0.571 0.203 -0.297
C -0.8077 -0.0443 -3.4781 0.001 0.501 -0.485
C -2.9359 -0.8650 -1.2672 -0.511 0.317 0.062
C -1.5035 -2.7725 0.8156 -0.222 -0.204 0.514
Sc 0.1536 0.0764 -0.2070 0.290 0.522 -0.709
H 2.8506 -1.7305 -2.0570 -0.208 0.150 -0.269
H 1.9581 -2.0747 -3.5469 -0.057 0.258 0.304
H 2.2140 -0.3883 -3.0457 0.006 -0.368 -0.005
H 2.5496 -2.7877 -0.2572 -0.165 -0.103 0.114
H 1.4116 -2.9960 1.0872 0.112 -0.099 -0.125
H 1.3993 -4.1265 -0.2671 -0.096 0.361 -0.033
H -2.3584 -2.2096 1.2159 0.088 -0.252 -0.152
H -1.8793 -3.7521 0.4636 0.137 0.436 0.203
H -0.8096 -2.9591 1.6477 -0.179 -0.074 -0.228
H -3.1454 0.0254 -1.8700 -0.022 -0.188 0.136
H -3.5350 -1.6880 -1.6859 0.245 0.174 0.111
H -3.3094 -0.6792 -0.2538 -0.073 -0.043 -0.161
H -0.0119 0.6867 -3.6974 -0.248 -0.241 -0.047
H -0.8997 -0.7067 -4.3560 0.076 0.225 0.320
H -1.7571 0.5017 -3.3827 0.333 -0.144 -0.108
C 0.9736 1.0538 4.2779 0.257 -0.006 0.076
N -0.2307 0.2719 3.9624 -0.374 -0.039 -1.375
C -1.0791 -0.1685 5.0683 -0.612 -0.341 0.368
C -0.5732 0.0312 2.7190 0.385 0.226 1.526
O 0.1879 0.3730 1.7456 -0.629 -0.195 0.335
H 0.9782 1.1555 5.3660 0.290 0.139 -0.362
H 0.9226 2.0455 3.8056 0.006 -0.363 0.144
H 1.8769 0.5245 3.9445 -0.283 0.186 0.111
H -2.1006 0.2183 4.9586 0.322 0.006 0.076
H -1.1306 -1.2647 5.1170 0.156 0.327 0.006
H -0.6340 0.2162 5.9863 -0.310 -0.178 -0.098
H -1.5438 -0.4643 2.5426 0.465 0.107 0.121

=====

81
Properties=species:S:1:pos:R:3:forces:R:3 method="wB97M-V/def2-TZVPD" homo_energy_ev=-6.05 total_charge=0
C 0.9254 2.6461 -4.0976 -0.855 -1.329 0.596
C 0.3728 2.4150 -2.7278 0.473 0.139 -0.463
C -1.2570 2.4565 -2.3619 2.547 0.558 1.091
P -2.3419 1.4612 -3.5767 3.557 -2.795 -2.364
C -2.4601 -0.0693 -2.4412 -1.445 -1.879 1.393
C -1.3660 -1.2488 -2.7534 0.535 -0.742 1.596
C -1.8165 -2.3410 -3.8876 0.477 0.180 -1.529
N -3.0740 -2.0004 -4.6530 0.792 0.115 0.818
P -4.1340 2.4112 -2.6867 -7.996 -3.050 0.403
O -5.3669 1.4175 -2.5680 4.640 3.125 0.544
O -3.8545 3.0762 -1.1020 -0.723 -1.029 0.153
O -4.6304 3.6352 -3.8738 -3.634 -3.482 0.415
H 1.3606 3.6563 -4.5042 0.706 -2.461 1.591
H 0.9183 1.7141 -4.8417 -1.558 2.699 0.922
H 1.1189 2.2275 -1.8149 -1.761 2.195 -1.595
H -1.5535 3.6070 -2.4759 2.140 -3.312 2.144
H -1.4003 2.1988 -1.2297 0.465 0.472 -2.012
H -3.2603 0.8826 -4.5643 -0.270 -0.025 0.711
H -2.1660 2.5621 -4.5332 0.351 -3.822 -0.281
H -1.1937 0.8310 -4.2226 -0.378 0.149 0.114
H -3.5784 -0.4822 -2.4996 2.253 0.651 0.052
H -2.3143 0.2213 -1.2927 0.746 -0.685 -2.261
H -0.2864 -0.8082 -2.9759 -2.616 -0.783 0.329
H -1.2393 -1.8606 -1.7361 -0.236 1.339 -2.013
H -0.9357 -2.3676 -4.6930 -1.908 0.010 1.785
H -1.9183 -3.4464 -3.4988 0.171 2.432 -0.382
H -3.9274 -1.9693 -4.0541 0.996 0.069 -0.891
H -2.9719 -1.1611 -5.2639 -0.228 -1.031 1.023
H -4.6291 2.9336 -0.4826 0.130 1.154 -1.467
H -4.5485 3.1171 -4.7510 -1.097 0.705 1.780
Rb -2.5669 4.2413 -4.0214 4.191 9.914 -2.104
C 5.6526 -0.4260 -0.4233 -0.156 0.386 -0.216
C 5.2883 -1.8359 -0.8445 -0.953 0.786 2.548
O 4.0290 -2.2710 -0.3445 -0.008 0.674 -0.604
C 2.8128 -1.8380 -1.0165 0.555 -0.214 2.387
O 2.8797 -2.0879 -2.3204 -0.637 2.843 -1.556
C 2.3952 -0.3516 -0.6756 -0.008 -0.047 3.725
F 2.6685 -0.0556 0.6288 -0.007 -0.350 -1.734
F 1.0506 -0.1659 -0.8142 0.208 -0.370 1.729
F 2.9982 0.6053 -1.4216 4.718 3.249 8.777
H 5.3675 -0.2345 0.6155 -0.051 -0.070 -0.024
H 6.7292 -0.2617 -0.5333 0.197 0.149 -0.174
H 5.1551 0.3142 -1.0519 0.270 0.038 0.190
H 6.0259 -2.5110 -0.3926 -0.627 -0.572 -0.475
H 5.3837 -1.9717 -1.9261 -0.565 1.405 0.198
H 2.0607 -2.4027 -0.4456 -0.001 -0.185 -0.248
Ca -3.4669 0.8258 0.1950 -1.289 -0.019 1.524
O 7.3615 -4.1857 -0.3457 -0.019 3.081 1.972
H 7.9048 -4.7969 -0.8089 0.644 -0.802 -0.537
Be 5.8331 -3.2055 -2.6222 0.758 -2.226 -1.652
F -7.3149 -2.5044 -2.7651 -0.858 1.593 1.190
Al -8.2669 -1.2855 -1.8422 -0.878 -0.326 -0.400
F -8.8861 -0.0269 -2.9717 0.946 -1.503 1.467
F -7.2126 -0.5136 -0.6028 -0.496 -0.631 -1.107
F -9.6539 -2.0973 -1.0292 1.952 1.121 -1.007
C 2.1494 -0.3205 3.5397 -0.556 -0.393 -0.106
C 3.5902 -0.5311 3.9610 0.192 0.464 0.454
O 3.9265 0.1194 5.1812 -0.508 0.610 -0.931
C 3.5474 -0.5009 6.4420 0.654 -2.189 -0.021
O 3.9579 -1.7645 6.4883 -0.733 1.026 0.250
C 2.0197 -0.3161 6.8051 -0.326 0.343 -0.160
F 1.5726 0.9148 6.4190 0.110 -0.420 0.089
F 1.8166 -0.3677 8.1534 0.380 -0.152 -0.814
F 1.1785 -1.2221 6.2509 0.400 0.245 0.326
H 1.8237 0.7058 3.7339 0.135 -0.074 -0.006
H 2.0287 -0.5367 2.4735 -0.015 -0.016 0.409
H 1.4793 -0.9944 4.0757 0.062 0.168 0.017
H 4.2239 -0.0595 3.1995 0.215 0.205 0.032
H 3.8608 -1.5914 3.9585 -0.123 -0.149 0.378
H 4.0171 0.1950 7.1530 0.225 0.174 0.191
Ca 7.8461 -2.3894 0.9890 -0.699 -2.123 -1.141
Br 2.1461 -0.1289 -2.9955 -3.636 -5.125 -13.275
B -2.4339 1.9467 6.3406 1.143 1.447 3.789
O -2.0819 0.5512 6.0569 -0.769 -0.299 -1.961
C -2.5162 0.2772 4.8193 2.394 -3.904 2.577
O -2.3827 -0.8049 4.2710 -0.366 1.289 -0.170
C -3.1492 1.4392 4.2575 -1.107 4.135 0.649
O -3.6493 1.5198 3.1472 0.012 -0.059 -1.687
O -3.1143 2.4461 5.1408 -0.558 -1.595 -2.553
F -1.2313 2.7247 6.5946 -1.881 -1.050 -0.583
F -3.3260 2.0152 7.4874 1.193 -0.050 -1.827

=====

Molar mass (computed, g/mol): 440.57; 439.59; 297.38; 1011.68
Energy (computed, eV): -43338.3512; -39393.9269; -41303.7206; -209576.6310